This record from the OMol25 dataset describes a structure of composition C22H36O3P2V in a non-equilibrium geometry. The level of theory is wB97M-V/def2-TZVPD.

For the HOMO energy (spin up / spin down), the calculation gives -7.11 / -7.11 eV. Its expectation value of S² is 3.85. As for the gap between HOMO and LUMO (spin up / spin down): 0.215 / 0.236 Ha. The calculation puts the energy above the lowest of the compared OMol25 structures with the same formula, charge and spin at 556.4 kJ/mol. As for the total energy: -73795.1651 eV.

The geometry in ORCA input format:
```
! wB97M-V def2-TZVPD RIJCOSX def2/J DEFGRID3
* xyz 0 4
P 0.138 -2.213 -2.239
P 0.677 1.681 -1.833
C 0.224 -0.697 -3.282
C 1.329 0.282 -2.785
H -0.775 -0.262 -3.407
H 0.497 -1.179 -4.225
H 2.163 -0.195 -2.189
H 1.813 0.734 -3.666
C -0.099 2.495 -3.360
H -0.414 3.520 -3.192
H -0.951 1.938 -3.762
H 0.602 2.511 -4.200
C 2.148 2.550 -1.203
H 2.413 3.333 -1.914
H 3.026 1.886 -1.072
H 1.890 3.026 -0.241
C -0.530 -3.592 -3.406
H -0.440 -4.576 -2.917
H 0.145 -3.484 -4.269
H -1.552 -3.423 -3.746
C 1.866 -2.626 -2.552
H 2.540 -1.783 -2.524
H 1.827 -2.956 -3.592
H 2.248 -3.407 -1.911
V 2.042 0.052 -0.674
C -1.964 1.608 -0.724
C -3.020 1.314 -1.430
C -3.606 -0.025 -1.699
C -3.662 -1.045 -0.556
C -2.915 -2.291 -0.908
C -1.634 -2.246 -0.485
C -0.881 -0.889 0.165
C -1.278 0.618 0.297
C 3.322 -1.229 0.926
H -1.483 2.587 -0.748
H -3.607 2.123 -1.926
H -3.102 -0.514 -2.546
H -4.639 0.125 -2.049
H -3.181 -0.702 0.390
H -4.727 -1.290 -0.314
H -3.487 -3.106 -1.381
H -1.127 -3.158 -0.070
H 0.191 -0.956 -0.123
H -0.823 -1.217 1.215
H -1.904 0.768 1.170
H -0.329 1.077 0.644
H 3.913 -0.418 1.439
H 4.065 -2.055 0.635
H 2.654 -1.676 1.742
O 2.781 2.178 4.646
C 1.570 1.822 5.071
C 1.104 2.255 6.329
C -0.170 1.861 6.743
C -0.965 1.044 5.937
C -0.483 0.594 4.703
C 0.767 1.007 4.238
C 1.413 0.395 3.003
O 1.027 -0.754 2.678
O 2.295 1.098 2.396
H 2.849 1.852 3.673
H 1.768 2.820 6.987
H -0.557 2.194 7.705
H -1.944 0.708 6.296
H -1.058 -0.096 4.092
*
```

Here are the Löwdin charges for atoms 1 to 8, given in e: P 0.920; P 0.886; C -0.341; C -0.469; H 0.072; H 0.077; H -0.033; H 0.108